Entry 1:
The following is a DFT calculation (ωB97M-V/def2-TZVPD) of a 2-piece molecular cluster, C5H14N4 overall at a distorted geometry.

Geometry as XYZ:
```
23
C5H14N4 (ωB97M-V/def2-TZVPD)
H -1.116 1.880 -2.382
N -0.496 1.102 -2.149
C -0.188 1.147 -0.879
N 1.087 0.638 -0.399
C 1.860 -0.234 -1.276
N 1.832 1.530 0.399
H -0.463 2.038 -0.289
H 1.193 -0.908 -1.816
H 2.550 -0.836 -0.678
H 2.418 0.351 -2.011
H 2.702 1.085 0.690
H 1.313 1.706 1.261
C -2.609 0.232 0.736
C -1.323 -0.460 0.361
N -0.400 -0.642 1.305
C 0.318 -1.902 1.267
H -3.016 0.721 -0.154
H -2.430 0.982 1.509
H -3.347 -0.494 1.084
H -1.442 -1.223 -0.425
H -0.131 -2.600 1.983
H 1.351 -1.739 1.587
H 0.336 -2.372 0.276
```

Values from the calculation:
SMILES = [H]/N=C/N(C)N.C/C=N/C
HOMO level = -7.4 eV
DFT total energy = -417.7811 Ha
max |F| = 0.108 Eh/bohr
LUMO level = 0.2 eV

=====

Entry 2:
The following is a DFT calculation (ωB97M-V/def2-TZVPD) of an isolated ion of composition C4H8N3O and charge +1 at a distorted geometry.

Geometry as XYZ:
```
16
C4H8N3O (ωB97M-V/def2-TZVPD)
C -2.398 0.718 -0.708
C -1.207 -0.086 -0.608
N -0.194 0.518 0.045
C 1.099 0.154 0.266
N 2.073 0.736 1.023
C 1.501 -1.177 -0.334
N 1.293 -2.150 0.428
O 0.979 -2.234 1.570
H -2.573 1.494 -0.024
H -3.397 0.260 -0.444
H -2.603 0.866 -1.737
H -0.916 -0.999 -1.011
H -0.300 1.368 0.545
H 3.035 0.507 0.755
H 1.830 1.477 1.611
H 1.778 -1.454 -1.379
```

Values from the calculation:
SMILES = C/C=[NH+]/C(N)=C\N=O
total charge = +1
HOMO level (alpha / beta) = -14.2 / -12.1 eV
DFT total energy = -396.2962 Ha
max |F| = 0.076 Eh/bohr
LUMO level (alpha / beta) = -5.0 / -5.0 eV

=====

Entry 3:
The following is a DFT calculation (ωB97M-V/def2-TZVPD) of C28H35N5OP2Ti as an isolated structure at a distorted geometry.

Geometry as XYZ:
```
72
C28H35N5OP2Ti (ωB97M-V/def2-TZVPD)
Ti -0.277 -3.424 0.185
C 3.289 3.919 -1.192
C 2.669 3.765 -0.016
C 1.493 4.551 0.470
C 0.482 5.005 -0.612
C 0.102 3.942 -1.615
C 0.724 3.708 -2.775
C 1.909 4.480 -3.299
C 2.950 4.939 -2.244
C -1.384 -4.612 -1.154
H 4.167 3.310 -1.438
H 3.078 3.069 0.721
H 1.836 5.452 1.008
H 0.960 3.945 1.217
H -0.439 5.304 -0.084
H 0.864 5.905 -1.108
H -0.803 3.380 -1.350
H 0.332 2.961 -3.475
H 1.575 5.380 -3.845
H 2.422 3.852 -4.044
H 3.879 5.161 -2.794
H 2.616 5.884 -1.798
H -0.633 -5.430 -1.266
H -1.626 -4.173 -2.132
H -2.284 -4.996 -0.636
P -1.821 -1.629 -0.245
P 0.643 -1.644 1.564
N -2.025 -1.097 -1.968
N -3.500 -1.724 0.317
N 2.055 -0.957 0.822
N 1.312 -1.855 3.171
C -1.337 -0.024 0.498
C -0.474 -0.226 1.754
C -1.291 -1.681 -3.002
C -1.693 -1.129 -4.211
C -2.680 -0.133 -3.920
C -2.859 -0.134 -2.536
C -4.399 -2.707 -0.114
C -5.620 -2.512 0.523
C -5.479 -1.371 1.379
C -4.173 -0.921 1.240
C 2.763 -1.669 -0.150
C 3.653 -0.794 -0.756
C 3.518 0.480 -0.118
C 2.542 0.344 0.863
C 2.107 -0.979 3.917
C 2.260 -1.507 5.196
C 1.533 -2.743 5.239
C 0.954 -2.922 3.997
H -2.225 0.576 0.739
H -0.790 0.529 -0.282
H 0.095 0.685 1.987
H -1.094 -0.477 2.632
H -0.543 -2.426 -2.783
H -1.315 -1.403 -5.186
H -3.175 0.501 -4.645
H -3.503 0.476 -1.921
H -4.075 -3.481 -0.790
H -6.505 -3.127 0.424
H -6.229 -0.959 2.043
H -3.663 -0.128 1.761
H 2.589 -2.730 -0.297
H 4.326 -1.023 -1.568
H 4.046 1.392 -0.357
H 2.169 1.047 1.600
H 2.495 -0.073 3.472
H 2.817 -1.057 6.003
H 1.447 -3.407 6.085
H 0.338 -3.711 3.608
O -0.285 -6.520 3.239
C -0.376 -5.660 2.434
N -0.435 -4.771 1.618
```

Values from the calculation:
HOMO level (alpha / beta) = -7.5 / -8.6 eV
DFT total energy = -2969.0454 Ha
max |F| = 0.051 Eh/bohr
multiplicity = 3
LUMO level (alpha / beta) = -0.2 / -0.7 eV

=====

Entry 4:
The following is a DFT calculation (ωB97M-V/def2-TZVPD) of a 11-piece molecular cluster, H22O11 overall at a distorted geometry.

Geometry as XYZ:
```
33
H22O11 (ωB97M-V/def2-TZVPD)
O 0.325 3.467 0.069
H -0.564 3.072 -0.195
H -0.079 4.335 0.268
O 1.012 1.173 -2.131
H 1.397 1.969 -1.784
H 0.462 0.999 -1.359
O -0.850 -2.147 -1.070
H -0.537 -3.040 -0.709
H -1.500 -2.497 -1.633
O 0.140 -1.494 3.054
H 1.132 -1.315 3.195
H -0.051 -2.262 3.603
O 3.550 -0.097 0.631
H 2.830 -0.795 0.846
H 4.397 -0.268 1.073
O 1.054 -1.816 -3.136
H 0.978 -1.120 -3.791
H 0.401 -1.778 -2.534
O -1.992 2.170 -0.701
H -2.828 2.625 -0.718
H -1.848 2.027 -1.685
O -2.414 -2.798 1.792
H -1.368 -2.634 1.657
H -2.377 -3.501 1.271
O -3.681 -0.314 0.865
H -3.112 -0.947 1.429
H -3.074 -0.040 0.291
O 3.013 2.697 -0.007
H 2.288 2.851 0.458
H 3.052 1.667 0.174
O -0.047 0.284 0.174
H -0.401 -0.669 -0.129
H 0.691 0.195 0.731
```

Values from the calculation:
SMILES = O.O.O.O.O.O.O.O.O.O.O
HOMO level = -10.0 eV
DFT total energy = -840.7321 Ha
max |F| = 0.142 Eh/bohr
LUMO level = -0.6 eV

=====

Entry 5:
The following is a DFT calculation (ωB97M-V/def2-TZVPD) of an isolated ion of composition C12H10O2P and charge -1 at a distorted geometry.

Geometry as XYZ:
```
25
C12H10O2P (ωB97M-V/def2-TZVPD)
C 0.151 -1.337 3.268
C 0.563 -0.291 4.071
C -0.189 -1.098 1.950
C 0.525 0.988 3.551
C -0.158 0.173 1.362
C 0.141 1.242 2.239
C 0.119 -0.805 -0.938
C 0.241 -0.684 -2.260
C -0.328 0.309 -0.093
C -0.940 1.352 -0.692
C 0.088 0.658 -2.911
C -0.981 1.484 -2.178
O -0.683 4.762 1.099
O 0.144 2.556 1.893
P -1.218 3.445 1.447
H 0.098 -2.344 3.661
H 0.884 -0.464 5.088
H -0.508 -1.948 1.360
H 0.788 1.838 4.167
H 0.318 -1.763 -0.476
H 0.516 -1.529 -2.883
H 1.050 1.184 -2.839
H -0.158 0.562 -3.975
H -1.986 1.185 -2.509
H -0.864 2.539 -2.449
```

Values from the calculation:
total charge = -1
HOMO level (alpha / beta) = -3.0 / -3.0 eV
DFT total energy = -955.1112 Ha
max |F| = 0.045 Eh/bohr
LUMO level (alpha / beta) = 3.6 / 3.6 eV

=====

Entry 6:
The following is a DFT calculation (ωB97M-V/def2-TZVPD) of an isolated ion of composition C4H11N2S and charge -1.

Geometry as XYZ:
```
18
C4H11N2S (ωB97M-V/def2-TZVPD)
N -2.564 0.141 0.789
C -1.431 -0.255 1.661
C -0.193 -0.659 0.864
N 0.111 0.304 -0.190
C 1.479 0.047 -0.740
C 1.660 0.644 -2.121
S 3.390 0.894 -2.564
H -2.596 -0.510 0.008
H -3.413 -0.016 1.323
H -1.174 0.642 2.237
H -1.748 -1.055 2.330
H -0.325 -1.632 0.374
H 0.621 -0.698 1.594
H 0.183 1.225 0.243
H 1.599 -1.031 -0.790
H 2.212 0.468 -0.045
H 1.039 1.535 -2.151
H 1.149 -0.043 -2.822
```

Values from the calculation:
SMILES = NCCNCC[S-]
total charge = -1
HOMO level = -2.2 eV
DFT total energy = -666.7081 Ha
max |F| = 0.019 Eh/bohr
LUMO level = 3.2 eV

=====

Entry 7:
The following is a DFT calculation (ωB97M-V/def2-TZVPD) of one molecule with the formula C4H4N4O3 at a distorted geometry.

Geometry as XYZ:
```
15
C4H4N4O3 (ωB97M-V/def2-TZVPD)
N -1.015 0.334 -2.227
C -0.247 -0.465 -1.453
O -0.227 -1.680 -1.424
C 0.874 0.279 -0.503
N 1.641 1.471 -1.040
O 1.314 1.930 -2.149
O 2.486 1.895 -0.318
N 1.981 -0.600 -0.179
C 1.758 -0.891 1.052
C 0.612 -0.257 1.558
N 0.165 0.501 0.682
H -0.972 1.386 -2.370
H -1.546 -0.204 -2.856
H 2.439 -1.619 1.724
H 0.181 -0.338 2.483
```

Values from the calculation:
SMILES = NC(=O)C1([N+](=O)[O-])N=CC=N1
HOMO level = -10.6 eV
DFT total energy = -599.4258 Ha
max |F| = 0.107 Eh/bohr
LUMO level = -0.7 eV